Density functional theory data (wB97M-V/def2-TZVPD) for a cluster of 18 separate species, C80H214N18O22 in total at a distorted geometry.

Each atom is followed by the atoms it is bonded to, with distances in Å.
Positions of all 334 atoms, in Å:
1 C -0.046 7.275 -5.167  O2 1.402, H10 1.090, H11 1.090, H12 1.090
2 O 0.065 6.923 -3.814  C1 1.402, C3 1.419
3 C -0.934 7.552 -3.028  O2 1.419, C4 1.523, H13 1.090, H14 1.090
4 C -0.463 8.958 -2.682  C3 1.523, N5 1.445, H15 1.090, H16 1.090
5 N 0.812 9.080 -2.013  C4 1.445, C6 1.517, H17 1.010
6 C 1.443 10.448 -2.194  N5 1.517, C7 1.551, H18 1.090, H19 1.090
7 C 0.707 11.599 -1.461  C6 1.551, O8 1.429, H20 1.090, H21 1.090
8 O -0.601 11.771 -2.010  C7 1.429, C9 1.378
9 C -1.307 12.925 -1.750  O8 1.378, H22 1.090, H23 1.090, H24 1.090
10 H -0.975 6.790 -5.465  C1 1.090
11 H 0.746 6.852 -5.785  C1 1.090
12 H -0.054 8.349 -5.352  C1 1.090
13 H -1.077 6.972 -2.116  C3 1.090
14 H -1.894 7.686 -3.527  C3 1.090
15 H -1.205 9.337 -1.979  C4 1.090
16 H -0.494 9.590 -3.569  C4 1.090
17 H 1.443 8.310 -2.179  N5 1.010
18 H 1.428 10.704 -3.253  C6 1.090
19 H 2.496 10.588 -1.948  C6 1.090
20 H 1.287 12.517 -1.555  C7 1.090
21 H 0.602 11.410 -0.392  C7 1.090
22 H -2.147 12.879 -2.442  C9 1.090
23 H -0.841 13.844 -2.105  C9 1.090
24 H -1.653 13.000 -0.719  C9 1.090
25 C 1.481 -4.917 10.395  O26 1.394, H34 1.090, H35 1.090, H36 1.090
26 O 0.402 -4.781 9.524  C25 1.394, C27 1.401
27 C 0.534 -3.758 8.577  O26 1.401, C28 1.547, H37 1.090, H38 1.090
28 C -0.792 -3.559 7.805  C27 1.547, N29 1.453, H39 1.090, H40 1.090
29 N -0.947 -4.641 6.847  C28 1.453, C30 1.435, H41 1.010
30 C -2.232 -4.717 6.213  N29 1.435, C31 1.535, H42 1.090, H43 1.090
31 C -2.806 -3.447 5.569  C30 1.535, O32 1.460, H44 1.090, H45 1.090
32 O -4.154 -3.675 5.058  C31 1.460, C33 1.398
33 C -5.044 -4.229 5.983  O32 1.398, H46 1.090, H47 1.090, H48 1.090
34 H 1.237 -5.571 11.233  C25 1.090
35 H 1.655 -4.017 10.985  C25 1.090
36 H 2.474 -5.282 10.134  C25 1.090
37 H 1.391 -3.885 7.915  C27 1.090
38 H 0.651 -2.866 9.193  C27 1.090
39 H -0.650 -2.688 7.166  C28 1.090
40 H -1.702 -3.485 8.402  C28 1.090
41 H -0.802 -5.520 7.323  N29 1.010
42 H -2.942 -5.102 6.945  C30 1.090
43 H -2.104 -5.575 5.554  C30 1.090
44 H -2.155 -3.148 4.747  C31 1.090
45 H -2.881 -2.699 6.358  C31 1.090
46 H -5.244 -3.583 6.838  C33 1.090
47 H -4.823 -5.242 6.320  C33 1.090
48 H -6.028 -4.316 5.523  C33 1.090
49 C 5.803 -5.207 2.079  O50 1.435, H58 1.090, H59 1.090, H60 1.090
50 O 5.317 -5.053 0.738  C49 1.435, C51 1.407
51 C 4.035 -4.473 0.770  O50 1.407, C52 1.512, H61 1.090, H62 1.090
52 C 3.321 -4.793 -0.524  C51 1.512, N53 1.428, H63 1.090, H64 1.090
53 N 3.790 -4.000 -1.615  C52 1.428, C54 1.421, H65 1.010
54 C 3.138 -4.394 -2.815  N53 1.421, C55 1.579, H66 1.090, H67 1.090
55 C 3.614 -3.419 -3.961  C54 1.579, O56 1.436, H68 1.090, H69 1.090
56 O 3.072 -3.879 -5.210  C55 1.436, C57 1.434
57 C 3.279 -2.902 -6.240  O56 1.434, H70 1.090, H71 1.090, H72 1.090
58 H 5.326 -6.095 2.494  C49 1.090
59 H 5.572 -4.327 2.680  C49 1.090
60 H 6.886 -5.303 2.146  C49 1.090
61 H 4.085 -3.435 1.100  C51 1.090
62 H 3.521 -4.985 1.584  C51 1.090
63 H 2.262 -4.535 -0.503  C52 1.090
64 H 3.360 -5.845 -0.806  C52 1.090
65 H 4.786 -4.129 -1.715  N53 1.010
66 H 2.050 -4.406 -2.754  C54 1.090
67 H 3.322 -5.449 -3.021  C54 1.090
68 H 4.700 -3.331 -3.988  C55 1.090
69 H 3.234 -2.409 -3.810  C55 1.090
70 H 2.841 -3.251 -7.175  C57 1.090
71 H 4.298 -2.616 -6.500  C57 1.090
72 H 2.686 -2.011 -6.037  C57 1.090
73 C 1.956 2.422 -2.622  O74 1.411, H82 1.090, H83 1.090, H84 1.090
74 O 1.691 1.186 -1.994  C73 1.411, C75 1.453
75 C 0.877 0.313 -2.823  O74 1.453, C76 1.534, H85 1.090, H86 1.090
76 C 0.604 -0.971 -2.030  C75 1.534, N77 1.461, H87 1.090, H88 1.090
77 N -0.180 -0.647 -0.840  C76 1.461, C78 1.481, H89 1.010
78 C -0.699 -1.803 -0.075  N77 1.481, C79 1.542, H90 1.090, H91 1.090
79 C -1.264 -1.343 1.284  C78 1.542, O80 1.413, H92 1.090, H93 1.090
80 O -0.210 -0.896 2.112  C79 1.413, C81 1.397
81 C -0.417 -0.828 3.491  O80 1.397, H94 1.090, H95 1.090, H96 1.090
82 H 1.083 3.075 -2.606  C73 1.090
83 H 2.377 2.299 -3.620  C73 1.090
84 H 2.683 2.865 -1.940  C73 1.090
85 H 1.393 0.104 -3.760  C75 1.090
86 H -0.068 0.794 -3.076  C75 1.090
87 H 1.481 -1.536 -1.715  C76 1.090
88 H 0.161 -1.728 -2.677  C76 1.090
89 H 0.337 -0.122 -0.150  N77 1.010
90 H 0.152 -2.398 0.257  C78 1.090
91 H -1.439 -2.358 -0.651  C78 1.090
92 H -1.693 -2.187 1.824  C79 1.090
93 H -2.083 -0.626 1.241  C79 1.090
94 H -1.324 -0.243 3.643  C81 1.090
95 H 0.448 -0.401 3.999  C81 1.090
96 H -0.588 -1.865 3.781  C81 1.090
97 C -0.352 -4.709 -6.782  C98 1.567, H103 1.090, H104 1.090, H105 1.090
98 C -0.471 -5.518 -5.445  C97 1.567, C99 1.530, N102 1.440, H106 1.090
99 C 0.704 -6.493 -5.340  C98 1.530, O100 1.429, H107 1.090, H108 1.090
100 O 0.436 -7.729 -6.004  C99 1.429, C101 1.442
101 C 1.567 -8.620 -6.087  O100 1.442, H109 1.090, H110 1.090, H111 1.090
102 N -0.315 -4.499 -4.441  C98 1.440, H112 1.010, H113 1.010
103 H -0.076 -5.482 -7.499  C97 1.090
104 H 0.431 -3.969 -6.615  C97 1.090
105 H -1.255 -4.194 -7.108  C97 1.090
106 H -1.389 -6.098 -5.345  C98 1.090
107 H 0.771 -6.735 -4.280  C99 1.090
108 H 1.707 -6.086 -5.471  C99 1.090
109 H 1.267 -9.450 -6.727  C101 1.090
110 H 1.900 -9.055 -5.145  C101 1.090
111 H 2.391 -8.100 -6.577  C101 1.090
112 H 0.419 -3.832 -4.632  N102 1.010
113 H -1.168 -3.966 -4.523  N102 1.010
114 C -4.208 1.438 -7.065  C115 1.527, H120 1.090, H121 1.090, H122 1.090
115 C -5.115 0.303 -7.536  C114 1.527, C116 1.561, N119 1.445, H123 1.090
116 C -4.360 -0.894 -8.193  C115 1.561, O117 1.469, H124 1.090, H125 1.090
117 O -3.455 -0.434 -9.255  C116 1.469, C118 1.424
118 C -2.553 -1.448 -9.689  O117 1.424, H126 1.090, H127 1.090, H128 1.090
119 N -5.833 -0.102 -6.349  C115 1.445, H129 1.010, H130 1.010
120 H -3.696 1.885 -7.917  C114 1.090
121 H -3.518 0.996 -6.346  C114 1.090
122 H -4.760 2.234 -6.567  C114 1.090
123 H -5.825 0.738 -8.239  C115 1.090
124 H -5.041 -1.662 -8.560  C116 1.090
125 H -3.709 -1.299 -7.417  C116 1.090
126 H -2.018 -1.155 -10.592  C118 1.090
127 H -3.189 -2.288 -9.971  C118 1.090
128 H -1.942 -1.818 -8.866  C118 1.090
129 H -6.662 -0.581 -6.672  N119 1.010
130 H -6.268 0.673 -5.869  N119 1.010
131 C -5.696 -0.275 3.967  C132 1.546, H137 1.090, H138 1.090, H139 1.090
132 C -5.763 -1.252 2.770  C131 1.546, C133 1.519, N136 1.483, H140 1.090
133 C -6.093 -0.646 1.417  C132 1.519, O134 1.423, H141 1.090, H142 1.090
134 O -6.441 -1.487 0.324  C133 1.423, C135 1.412
135 C -5.490 -2.436 -0.110  O134 1.412, H143 1.090, H144 1.090, H145 1.090
136 N -4.341 -1.674 2.753  C132 1.483, H146 1.010, H147 1.010
137 H -5.523 -0.747 4.934  C131 1.090
138 H -6.601 0.327 4.044  C131 1.090
139 H -4.964 0.516 3.805  C131 1.090
140 H -6.410 -2.081 3.058  C132 1.090
141 H -5.385 0.159 1.217  C133 1.090
142 H -7.001 -0.057 1.545  C133 1.090
143 H -4.585 -2.030 -0.561  C135 1.090
144 H -6.007 -2.902 -0.949  C135 1.090
145 H -5.305 -3.239 0.604  C135 1.090
146 H -4.299 -2.524 2.209  N136 1.010
147 H -3.999 -1.937 3.666  N136 1.010
148 C 2.124 5.743 1.702  C149 1.526, H154 1.090, H155 1.090, H156 1.090
149 C 1.133 5.085 0.748  C148 1.526, C150 1.537, N153 1.444, H157 1.090
150 C -0.233 4.822 1.402  C149 1.537, O151 1.409, H158 1.090, H159 1.090
151 O -1.040 3.926 0.673  C150 1.409, C152 1.456
152 C -0.657 2.531 0.840  O151 1.456, H160 1.090, H161 1.090, H162 1.090
153 N 1.021 5.926 -0.421  C149 1.444, H163 1.010, H164 1.010
154 H 2.419 4.957 2.398  C148 1.090
155 H 1.740 6.620 2.223  C148 1.090
156 H 3.017 6.099 1.189  C148 1.090
157 H 1.654 4.166 0.478  C149 1.090
158 H -0.831 5.726 1.516  C150 1.090
159 H -0.119 4.397 2.400  C150 1.090
160 H -0.730 2.267 1.895  C152 1.090
161 H 0.332 2.359 0.414  C152 1.090
162 H -1.289 1.895 0.220  C152 1.090
163 H 0.539 5.351 -1.098  N153 1.010
164 H 0.490 6.780 -0.328  N153 1.010
165 C -2.560 -6.731 2.751  C166 1.534, H171 1.090, H172 1.090, H173 1.090
166 C -2.649 -5.346 2.097  C165 1.534, C167 1.601, N170 1.436, H174 1.090
167 C -2.612 -5.435 0.499  C166 1.601, O168 1.449, H175 1.090, H176 1.090
168 O -1.234 -5.650 0.109  C167 1.449, C169 1.415
169 C -0.919 -5.670 -1.271  O168 1.415, H177 1.090, H178 1.090, H179 1.090
170 N -3.861 -4.712 2.533  C166 1.436, H180 1.010, H181 1.010
171 H -1.606 -7.259 2.760  C165 1.090
172 H -3.226 -7.429 2.245  C165 1.090
173 H -2.828 -6.742 3.808  C165 1.090
174 H -1.781 -4.794 2.458  C166 1.090
175 H -3.027 -4.545 0.026  C167 1.090
176 H -3.291 -6.206 0.136  C167 1.090
177 H -1.523 -6.385 -1.830  C169 1.090
178 H 0.148 -5.715 -1.489  C169 1.090
179 H -1.176 -4.768 -1.827  C169 1.090
180 H -3.823 -4.483 3.516  N170 1.010
181 H -4.621 -5.377 2.516  N170 1.010
182 C 3.767 6.096 -4.877  C183 1.514, H188 1.090, H189 1.090, H190 1.090
183 C 3.253 5.637 -3.529  C182 1.514, C184 1.562, N187 1.465, H191 1.090
184 C 4.408 5.036 -2.666  C183 1.562, O185 1.407, H192 1.090, H193 1.090
185 O 4.921 3.834 -3.188  C184 1.407, C186 1.384
186 C 5.809 3.121 -2.402  O185 1.384, H194 1.090, H195 1.090, H196 1.090
187 N 2.659 6.783 -2.834  C183 1.465, H197 1.010, H198 1.010
188 H 3.010 6.634 -5.449  C182 1.090
189 H 4.248 5.317 -5.470  C182 1.090
190 H 4.494 6.897 -4.746  C182 1.090
191 H 2.524 4.845 -3.705  C183 1.090
192 H 3.966 4.765 -1.707  C184 1.090
193 H 5.148 5.802 -2.435  C184 1.090
194 H 5.897 2.172 -2.930  C186 1.090
195 H 5.450 2.978 -1.382  C186 1.090
196 H 6.813 3.542 -2.357  C186 1.090
197 H 2.549 6.492 -1.874  N187 1.010
198 H 1.698 6.714 -3.136  N187 1.010
199 C 3.298 1.388 -6.386  C200 1.523, H205 1.090, H206 1.090, H207 1.090
200 C 2.647 2.452 -7.259  C199 1.523, C201 1.523, N204 1.407, H208 1.090
201 C 1.497 3.105 -6.502  C200 1.523, O202 1.473, H209 1.090, H210 1.090
202 O 0.411 2.172 -6.156  C201 1.473, C203 1.433
203 C -0.788 2.702 -5.579  O202 1.433, H211 1.090, H212 1.090, H213 1.090
204 N 3.752 3.249 -7.609  C200 1.407, H214 1.010, H215 1.010
205 H 3.828 1.814 -5.534  C199 1.090
206 H 3.945 0.781 -7.019  C199 1.090
207 H 2.591 0.704 -5.916  C199 1.090
208 H 2.266 2.047 -8.196  C200 1.090
209 H 1.018 3.907 -7.064  C201 1.090
210 H 1.855 3.636 -5.620  C201 1.090
211 H -1.336 3.319 -6.292  C203 1.090
212 H -0.630 3.282 -4.670  C203 1.090
213 H -1.505 1.915 -5.345  C203 1.090
214 H 4.528 2.697 -7.944  N204 1.010
215 H 4.022 3.796 -6.803  N204 1.010
216 C 4.719 -0.342 -0.269  C217 1.558, H222 1.090, H223 1.090, H224 1.090
217 C 4.563 0.976 0.546  C216 1.558, C218 1.559, N221 1.418, H225 1.090
218 C 3.358 0.868 1.531  C217 1.559, O219 1.434, H226 1.090, H227 1.090
219 O 3.297 2.012 2.395  C218 1.434, C220 1.378
220 C 2.293 2.010 3.339  O219 1.378, H228 1.090, H229 1.090, H230 1.090
221 N 5.792 1.197 1.217  C217 1.418, H231 1.010, H232 1.010
222 H 5.479 -0.334 -1.050  C216 1.090
223 H 3.740 -0.602 -0.673  C216 1.090
224 H 5.002 -1.065 0.496  C216 1.090
225 H 4.234 1.818 -0.064  C217 1.090
226 H 3.406 -0.045 2.125  C218 1.090
227 H 2.443 0.855 0.939  C218 1.090
228 H 1.271 2.135 2.981  C220 1.090
229 H 2.404 2.775 4.107  C220 1.090
230 H 2.222 1.079 3.901  C220 1.090
231 H 5.516 1.950 1.832  N221 1.010
232 H 5.969 0.396 1.806  N221 1.010
233 C 2.221 1.405 8.539  C234 1.560, H239 1.090, H240 1.090, H241 1.090
234 C 1.112 0.404 8.089  C233 1.560, C235 1.542, N238 1.439, H242 1.090
235 C 0.416 0.870 6.795  C234 1.542, O236 1.405, H243 1.090, H244 1.090
236 O -0.636 1.747 7.110  C235 1.405, C237 1.464
237 C -1.552 2.110 6.027  O236 1.464, H245 1.090, H246 1.090, H247 1.090
238 N 1.755 -0.867 7.887  C234 1.439, H248 1.010, H249 1.010
239 H 1.869 2.389 8.850  C233 1.090
240 H 2.832 1.481 7.639  C233 1.090
241 H 2.780 0.938 9.349  C233 1.090
242 H 0.287 0.388 8.802  C234 1.090
243 H -0.102 0.081 6.249  C235 1.090
244 H 1.101 1.305 6.067  C235 1.090
245 H -2.130 1.251 5.687  C237 1.090
246 H -1.062 2.579 5.173  C237 1.090
247 H -2.371 2.765 6.328  C237 1.090
248 H 2.461 -1.104 8.569  N238 1.010
249 H 2.200 -0.853 6.981  N238 1.010
250 C -3.983 -3.566 -3.376  C251 1.510, H256 1.090, H257 1.090, H258 1.090
251 C -4.329 -2.275 -4.081  C250 1.510, C252 1.503, N255 1.465, H259 1.090
252 C -3.134 -1.427 -4.411  C251 1.503, O253 1.425, H260 1.090, H261 1.090
253 O -2.366 -1.993 -5.470  C252 1.425, C254 1.476
254 C -1.226 -1.129 -5.836  O253 1.476, H262 1.090, H263 1.090, H264 1.090
255 N -5.150 -2.589 -5.253  C251 1.465, H265 1.010, H266 1.010
256 H -3.160 -4.057 -3.895  C250 1.090
257 H -4.866 -4.205 -3.361  C250 1.090
258 H -3.721 -3.538 -2.318  C250 1.090
259 H -4.842 -1.605 -3.390  C251 1.090
260 H -2.631 -1.284 -3.455  C252 1.090
261 H -3.537 -0.448 -4.667  C252 1.090
262 H -0.448 -1.022 -5.080  C254 1.090
263 H -1.517 -0.172 -6.269  C254 1.090
264 H -0.672 -1.760 -6.532  C254 1.090
265 H -5.275 -1.681 -5.678  N255 1.010
266 H -4.569 -3.031 -5.951  N255 1.010
267 C -2.224 5.249 4.996  C268 1.512, H273 1.090, H274 1.090, H275 1.090
268 C -3.715 5.386 4.792  C267 1.512, C269 1.564, N272 1.437, H276 1.090
269 C -4.508 4.038 4.825  C268 1.564, O270 1.482, H277 1.090, H278 1.090
270 O -3.838 2.874 4.198  C269 1.482, C271 1.424
271 C -3.585 2.879 2.796  O270 1.424, H279 1.090, H280 1.090, H281 1.090
272 N -4.099 6.288 5.843  C268 1.437, H282 1.010, H283 1.010
273 H -1.756 4.583 4.271  C267 1.090
274 H -1.855 4.974 5.984  C267 1.090
275 H -1.774 6.216 4.767  C267 1.090
276 H -4.005 5.877 3.863  C268 1.090
277 H -5.485 4.160 4.357  C269 1.090
278 H -4.836 3.743 5.822  C269 1.090
279 H -4.445 3.091 2.161  C271 1.090
280 H -3.110 1.938 2.517  C271 1.090
281 H -2.890 3.677 2.537  C271 1.090
282 H -5.050 6.591 5.689  N272 1.010
283 H -3.521 7.098 5.673  N272 1.010
284 C 7.001 -1.571 5.715  C285 1.520, H290 1.090, H291 1.090, H292 1.090
285 C 6.027 -1.289 4.582  C284 1.520, C286 1.625, N289 1.477, H293 1.090
286 C 4.624 -0.560 4.956  C285 1.625, O287 1.412, H294 1.090, H295 1.090
287 O 3.863 -1.285 5.900  C286 1.412, C288 1.407
288 C 3.164 -2.372 5.342  O287 1.407, H296 1.090, H297 1.090, H298 1.090
289 N 6.766 -0.493 3.580  C285 1.477, H299 1.010, H300 1.010
290 H 6.898 -0.699 6.361  C284 1.090
291 H 8.062 -1.649 5.476  C284 1.090
292 H 6.742 -2.508 6.206  C284 1.090
293 H 5.746 -2.218 4.087  C285 1.090
294 H 3.982 -0.382 4.094  C286 1.090
295 H 4.915 0.425 5.321  C286 1.090
296 H 2.697 -3.019 6.084  C288 1.090
297 H 3.776 -3.002 4.697  C288 1.090
298 H 2.332 -1.968 4.766  C288 1.090
299 H 7.111 0.347 4.021  N289 1.010
300 H 7.512 -0.956 3.081  N289 1.010
301 C 1.033 -4.975 3.248  C302 1.508, H307 1.090, H308 1.090, H309 1.090
302 C 1.118 -6.126 4.217  C301 1.508, C303 1.561, N306 1.443, H310 1.090
303 C 2.240 -7.155 3.870  C302 1.561, O304 1.410, H311 1.090, H312 1.090
304 O 1.936 -8.343 4.565  C303 1.410, C305 1.393
305 C 2.872 -9.328 4.262  O304 1.393, H313 1.090, H314 1.090, H315 1.090
306 N 1.402 -5.552 5.510  C302 1.443, H316 1.010, H317 1.010
307 H 1.905 -4.331 3.360  C301 1.090
308 H 0.121 -4.382 3.333  C301 1.090
309 H 0.990 -5.394 2.242  C301 1.090
310 H 0.145 -6.604 4.331  C302 1.090
311 H 3.235 -6.730 4.004  C303 1.090
312 H 2.098 -7.326 2.803  C303 1.090
313 H 2.959 -9.408 3.178  C305 1.090
314 H 2.418 -10.263 4.589  C305 1.090
315 H 3.821 -9.181 4.778  C305 1.090
316 H 1.298 -6.251 6.231  N306 1.010
317 H 0.619 -4.955 5.733  N306 1.010
318 C -3.330 4.285 -3.713  C319 1.526, H324 1.090, H325 1.090, H326 1.090
319 C -3.112 4.520 -2.220  C318 1.526, C320 1.543, N323 1.405, H327 1.090
320 C -3.793 3.410 -1.392  C319 1.543, O321 1.416, H328 1.090, H329 1.090
321 O -3.233 2.197 -1.863  C320 1.416, C322 1.433
322 C -3.626 1.020 -1.147  O321 1.433, H330 1.090, H331 1.090, H332 1.090
323 N -1.745 4.614 -1.913  C319 1.405, H333 1.010, H334 1.010
324 H -2.835 5.113 -4.222  C318 1.090
325 H -4.400 4.282 -3.920  C318 1.090
326 H -2.928 3.320 -4.020  C318 1.090
327 H -3.477 5.516 -1.971  C319 1.090
328 H -4.879 3.368 -1.475  C320 1.090
329 H -3.582 3.545 -0.332  C320 1.090
330 H -3.008 0.190 -1.490  C322 1.090
331 H -4.674 0.831 -1.379  C322 1.090
332 H -3.557 1.128 -0.064  C322 1.090
333 H -1.351 3.732 -2.208  N323 1.010
334 H -1.609 4.669 -0.914  N323 1.010

The spin multiplicity is 1. Its charge is 0. The value obtained for the total energy is -158279.4745 eV. The HOMO energy comes out at -8.19 eV. As for the maximum force: 3.24 eV/A.